Entry from OMol25: 2 unconnected molecules or ions with the total composition C4H12O2 (ωB97M-V/def2-TZVPD).

Each line ends with the natural charge from an NBO analysis.
Cartesian coordinates (Å):
C -2.33622 -0.83898 -2.18849  -0.048
O -2.64357 -0.10192 -1.11552  -0.688
C -2.99707 -2.23927 -2.33360  -0.652
H -1.29622 -1.01978 -2.23673  0.144
H -2.63151 -0.25887 -3.13881  0.156
H -2.66085 -0.76606 -0.36100  0.459
H -2.30069 -3.09854 -2.12281  0.204
H -3.33708 -2.29216 -3.36364  0.220
H -3.85240 -2.35009 -1.57305  0.204
C 2.34849 1.16451 2.29876  -0.077
O 1.40822 0.68524 1.24134  -0.721
C 3.37743 2.17214 2.00061  -0.673
H 2.77154 0.17712 2.79200  0.158
H 1.75077 1.56554 3.21384  0.166
H 1.48043 -0.28234 1.40410  0.468
H 4.42609 1.84290 2.11579  0.222
H 3.25147 3.20603 2.41315  0.221
H 3.24117 2.43455 0.95407  0.236

- HOMO-LUMO gap (eV) = 10.73
- net charge = 0
- multiplicity = 1
- energy above the lowest of the compared OMol25 structures with the same formula, charge and spin (kcal/mol) = 46.6
- HOMO level (eV) = -9.965
- SMILES = CCO.CCO
- largest force on an atom (hartree/bohr) = 0.09923
- M (g mol⁻¹) = 92.1

Entry from OMol25: 3 unconnected molecules or ions with the total composition C4H12O2 (ωB97M-V/def2-TZVPD).

Each line ends with the natural charge from an NBO analysis.
Cartesian coordinates (Å):
C 1.65340 1.36056 -0.47799  -0.643
C 0.58775 0.98130 0.53399  -0.179
C 0.72813 -0.00013 1.41106  -0.189
C -0.27854 -0.46282 2.41752  -0.639
H 1.09937 1.75339 -1.33848  0.213
H 2.24975 2.22589 -0.17497  0.211
H 2.32022 0.56213 -0.79122  0.211
H -0.26475 1.62285 0.36956  0.187
H 1.72713 -0.40374 1.57100  0.188
H -0.18336 0.04801 3.37898  0.215
H -1.28186 -0.26476 2.03496  0.204
H -0.15635 -1.52507 2.63002  0.217
H -0.05604 -3.60855 -3.19489  0.465
H 0.91317 -2.64307 -2.58721  0.466
O 0.24941 -3.29311 -2.34139  -0.931
H -2.79148 0.96214 -0.33856  0.476
H -2.22104 2.42066 -0.20513  0.471
O -2.46855 1.72308 -0.82096  -0.942

- HOMO-LUMO gap (eV) = 9.93
- net charge = 0
- multiplicity = 1
- energy above the lowest of the compared OMol25 structures with the same formula, charge and spin (kcal/mol) = 21.1
- HOMO level (eV) = -9.092
- SMILES = C/C=C/C.O.O
- largest force on an atom (hartree/bohr) = 0.02726
- M (g mol⁻¹) = 92.1

Entry from OMol25: C4H12O2Si2 in the gas phase (ωB97M-V/def2-TZVPD).

Each line ends with the natural charge from an NBO analysis.
Cartesian coordinates (Å):
C -0.93717 -0.29768 1.59762  -0.076
C -0.14943 0.97679 1.83445  -0.899
C 1.87180 -0.63131 0.19192  -1.149
C -0.08595 1.82774 -1.41507  -1.126
O -0.94688 -0.36275 0.20815  -0.915
O -0.13164 -0.96968 -2.36524  -1.282
Si -0.96313 -1.74390 -1.35766  1.609
Si 0.43692 0.67744 -0.01062  1.863
H -0.42571 -1.23598 1.80588  0.177
H -1.94814 -0.34710 1.92302  0.192
H -0.93392 1.78292 1.86150  0.234
H 0.72655 1.20290 2.59494  0.253
H 1.97881 -1.07291 -0.82428  0.272
H 2.86261 -0.06743 0.46826  0.242
H 1.66758 -1.51272 0.94643  0.255
H 0.56463 1.49763 -2.25449  0.275
H -1.14920 1.78245 -1.68889  0.276
H 0.29308 2.84134 -1.12612  0.231
H -0.35147 -3.03982 -0.92341  -0.214
H -2.37933 -1.30794 -1.46639  -0.218

- HOMO-LUMO gap (eV) = 9.66
- net charge = 0
- multiplicity = 1
- energy above the lowest of the compared OMol25 structures with the same formula, charge and spin (kcal/mol) = 73.7
- HOMO level (eV) = -9.198
- largest force on an atom (hartree/bohr) = 0.06677
- M (g mol⁻¹) = 148.3

Entry from OMol25: a molecular structure, C4H12O2Sn (ωB97M-V/def2-TZVPD).

Each line ends with the natural charge from an NBO analysis.
Cartesian coordinates (Å):
Sn 0.62909 1.21298 0.89607  1.858
C 0.07089 -3.16374 1.88281  -0.646
C 0.88304 -2.54530 3.02220  -0.088
O 0.99833 -1.18029 2.64627  -0.798
H 0.20480 -2.71874 0.89684  0.196
H -0.97007 -3.00911 2.16674  0.222
H 0.14729 -4.22223 1.63409  0.263
H 1.74950 -3.20114 3.10717  0.218
H 0.33472 -2.59859 3.96275  0.203
H 1.18163 -0.73971 3.47927  0.496
C -0.79076 1.82297 -3.22049  -0.633
C -0.82651 3.00181 -2.27674  -0.098
O 0.32866 2.79117 -1.47900  -0.814
H 0.19903 1.76442 -3.67325  0.216
H -1.56549 1.89903 -3.98346  0.262
H -0.95832 0.87315 -2.71268  0.199
H -1.69142 3.03142 -1.61405  0.189
H -0.99117 4.00474 -2.67056  0.237
H 1.06677 2.97716 -2.06397  0.516

- HOMO-LUMO gap (eV) = 5.54
- net charge = +2
- multiplicity = 1
- energy above the lowest of the compared OMol25 structures with the same formula, charge and spin (kcal/mol) = 52.5
- HOMO level (eV) = -17.685
- largest force on an atom (hartree/bohr) = 0.06546
- M (g mol⁻¹) = 210.8

Entry from OMol25: 2 unconnected molecules or ions with the total composition C4H12O3 (ωB97M-V/def2-TZVPD).

Each line ends with the natural charge from an NBO analysis.
Cartesian coordinates (Å):
C 1.46035 0.48049 0.42295  -0.051
O 2.42699 1.41314 0.88027  -0.722
C 0.12892 1.19409 0.29747  -0.420
C -0.94010 0.30688 -0.36142  -0.424
C -0.92044 0.34872 -1.87388  -0.068
O -1.04189 1.72639 -2.31877  -0.735
H 1.75718 0.05541 -0.54249  0.143
H 1.37980 -0.34512 1.12781  0.150
H 3.19625 0.92657 1.19702  0.467
H 0.24102 2.09858 -0.28739  0.220
H -0.13518 1.43287 1.32872  0.210
H -1.91190 0.62231 0.01881  0.215
H -0.83663 -0.71629 -0.00556  0.200
H -1.80464 -0.10887 -2.29466  0.187
H 0.03800 -0.01191 -2.22552  0.162
H -0.20202 1.98883 -2.69978  0.466
H -1.16784 -4.43984 2.03142  0.469
H -0.40937 -3.26129 2.64466  0.467
O -1.25851 -3.71096 2.66034  -0.935

- HOMO-LUMO gap (eV) = 10.85
- net charge = 0
- multiplicity = 1
- energy above the lowest of the compared OMol25 structures with the same formula, charge and spin (kcal/mol) = 18.1
- HOMO level (eV) = -10.344
- SMILES = OCCCCO.O
- largest force on an atom (hartree/bohr) = 0.03317
- M (g mol⁻¹) = 108.1

Entry from OMol25: 3 unconnected molecules or ions with the total composition C4H12O3 (ωB97M-V/def2-TZVPD).

Each line ends with the natural charge from an NBO analysis.
Cartesian coordinates (Å):
C 0.18159 2.06707 0.81365  -0.658
C -2.16135 -0.66465 -0.49917  -0.097
O -1.99373 -1.86906 0.28457  -0.713
C -0.83513 0.06192 -0.50431  -0.244
C -0.72641 1.35002 -0.14006  -0.159
H 0.59436 1.46661 1.61872  0.215
H -0.33418 2.95285 1.16526  0.213
H 1.07585 2.47698 0.32209  0.236
H -2.90056 -0.02553 -0.00968  0.165
H -2.58541 -1.01375 -1.44373  0.178
H -2.03077 -1.54603 1.19223  0.461
H 0.06795 -0.54631 -0.48964  0.224
H -1.58503 1.96920 -0.42905  0.168
H 2.65116 1.06635 -1.76395  0.472
H 2.66797 -0.13049 -0.76501  0.488
O 2.64964 0.83378 -0.83283  -0.962
H 1.85379 -2.35714 0.76440  0.480
H 2.26221 -0.98652 1.28306  0.478
O 1.71685 -1.41114 0.61201  -0.946

- HOMO-LUMO gap (eV) = 8.94
- net charge = 0
- multiplicity = 1
- energy above the lowest of the compared OMol25 structures with the same formula, charge and spin (kcal/mol) = 43.1
- HOMO level (eV) = -8.413
- SMILES = C/C=C/CO.O.O
- largest force on an atom (hartree/bohr) = 0.04148
- M (g mol⁻¹) = 108.1

Entry from OMol25: 3 unconnected molecules or ions with the total composition C4H12O3 (ωB97M-V/def2-TZVPD).

Each line ends with the natural charge from an NBO analysis.
Cartesian coordinates (Å):
C 1.42575 2.11468 -1.38155  -0.642
C 0.08450 1.39804 -1.35401  -0.292
C -0.69709 1.23240 -0.26851  0.314
O -0.26084 2.00270 0.76578  -0.737
C -1.94941 0.45931 0.07270  -0.681
H 1.52374 3.04941 -0.83963  0.224
H 1.40752 2.58976 -2.36437  0.209
H 2.26852 1.46806 -1.27296  0.214
H -0.27673 1.18194 -2.36386  0.206
H -0.79057 2.34112 1.48558  0.496
H -1.78767 -0.58128 -0.39552  0.234
H -2.87714 0.97903 -0.21427  0.232
H -2.08311 0.28175 1.13525  0.223
H 2.94253 -1.39284 1.47948  0.466
H 1.47201 -1.41141 1.39744  0.465
O 2.17854 -1.69176 1.99338  -0.931
H -0.17669 -4.98784 0.45016  0.472
H -1.27551 -4.12574 1.10646  0.469
O -1.12835 -4.90732 0.56843  -0.940

- HOMO-LUMO gap (eV) = 8.80
- net charge = 0
- multiplicity = 1
- energy above the lowest of the compared OMol25 structures with the same formula, charge and spin (kcal/mol) = 42.0
- HOMO level (eV) = -8.424
- SMILES = C/C=C(/C)O.O.O
- largest force on an atom (hartree/bohr) = 0.04898
- M (g mol⁻¹) = 108.1

Entry from OMol25: 4 unconnected molecules or ions with the total composition C4H12O4 (ωB97M-V/def2-TZVPD).

Each line ends with the natural charge from an NBO analysis.
Cartesian coordinates (Å):
C 0.74507 -3.15399 0.64714  -0.704
C 1.35330 -1.84461 0.29554  0.166
C 0.74095 -0.96792 -0.64631  -0.433
C -0.49953 -0.87932 -1.20587  0.470
O -0.99613 0.32752 -1.90948  -0.626
H 0.50214 -3.41243 1.76156  0.290
H 1.28489 -3.96599 0.23096  0.266
H 2.36080 -1.52990 0.45670  0.229
H 1.41309 -0.18448 -1.00156  0.275
H -1.13312 -1.69498 -1.37025  0.190
H -0.98469 1.08126 -1.27709  0.575
H -0.16926 -0.41339 1.15837  0.429
H -0.13920 -3.14996 0.00137  0.218
O -0.72165 0.04157 1.76271  -0.945
H -1.15785 3.84791 -0.65435  0.448
H -0.14235 2.61654 0.36551  0.505
O -1.05337 2.95132 -0.59652  -1.212
H 1.42726 2.70562 0.98773  0.462
H -0.40796 0.98958 1.67232  0.530
O 0.65958 2.20275 1.13401  -1.133

- HOMO-LUMO gap (eV) = 4.33
- net charge = 0
- multiplicity = 1
- energy above the lowest of the compared OMol25 structures with the same formula, charge and spin (kcal/mol) = 143.8
- HOMO level (eV) = -8.025
- largest force on an atom (hartree/bohr) = 0.12622
- M (g mol⁻¹) = 124.1

Entry from OMol25: 2 unconnected molecules or ions with the total composition C4H12OP (ωB97M-V/def2-TZVPD).

Each line ends with the Löwdin spin population.
Cartesian coordinates (Å):
C 0.67991 0.65621 2.07185  0.105
C 0.46985 0.80141 -1.69376  0.023
C 0.81736 -1.55945 -0.76779  0.037
C -0.93748 -0.37272 -0.03185  1.083
O -0.08142 -0.50008 -1.14353  0.154
P -2.43861 0.37411 -0.02827  0.430
H 0.78729 1.67034 1.87404  0.004
H 0.17680 0.09828 1.30444  0.041
H -0.08099 0.62970 2.89450  0.002
H 0.92771 1.40734 -0.87448  0.001
H 1.15021 0.71597 -2.59456  0.004
H -0.46736 1.38683 -1.91756  0.001
H 0.19603 -2.31961 -0.47788  0.010
H 1.40976 -1.95749 -1.61010  0.003
H 1.28712 -1.34976 0.21617  0.002
H 1.55750 0.11511 2.22162  0.003
H -3.08105 1.43315 -0.47106  0.077
H -3.17765 -0.07184 1.06232  0.019

- HOMO-LUMO gap (alpha / beta) (eV) = 8.17 / 7.00
- net charge = +1
- multiplicity = 3
- energy above the lowest of the compared OMol25 structures with the same formula, charge and spin (kcal/mol) = 25.0
- HOMO level (alpha / beta) (eV) = -11.346 / -13.577
- largest force on an atom (hartree/bohr) = 0.07191
- M (g mol⁻¹) = 107.1
- ⟨S²⟩ = 2.01

Entry from OMol25: 2 unconnected molecules or ions with the total composition C4H12OS (ωB97M-V/def2-TZVPD).

Each line ends with the natural charge from an NBO analysis.
Cartesian coordinates (Å):
C 0.29394 -0.40825 0.75553  -0.638
C -0.41563 -0.84769 2.03316  -0.489
S 0.55375 -2.13608 2.94407  -0.084
H 1.24332 -0.00688 1.15404  0.222
H 0.59499 -1.32382 0.22702  0.220
H -0.44013 0.10252 0.11798  0.219
H -1.32678 -1.47223 1.83469  0.211
H -0.65825 -0.06635 2.76176  0.212
H -0.46001 -3.02930 3.05853  0.126
C -0.55337 2.01305 -2.37789  -0.062
O -1.10493 0.97239 -3.13729  -0.704
C 0.77703 2.47516 -2.96973  -0.654
H -0.34947 1.75310 -1.31178  0.150
H -1.23206 2.86844 -2.22877  0.148
H -1.85707 0.66781 -2.62449  0.469
H 1.37973 1.54865 -2.75342  0.206
H 1.44621 3.24941 -2.56383  0.228
H 0.86630 2.53424 -4.05664  0.220

- HOMO-LUMO gap (eV) = 9.75
- net charge = 0
- multiplicity = 1
- energy above the lowest of the compared OMol25 structures with the same formula, charge and spin (kcal/mol) = 36.2
- HOMO level (eV) = -9.103
- SMILES = CCO.CCS
- largest force on an atom (hartree/bohr) = 0.06216
- M (g mol⁻¹) = 108.2

- Which of these has the highest largest force on an atom?
  C4H12O4

- Which formula does entry 9 have?
  C4H12OP

What did the second record say?
Entry from OMol25: 3 unconnected molecules or ions with the total composition C4H12O2 (ωB97M-V/def2-TZVPD).

Each line ends with the natural charge from an NBO analysis.
Cartesian coordinates (Å):
C 1.65340 1.36056 -0.47799  -0.643
C 0.58775 0.98130 0.53399  -0.179
C 0.72813 -0.00013 1.41106  -0.189
C -0.27854 -0.46282 2.41752  -0.639
H 1.09937 1.75339 -1.33848  0.213
H 2.24975 2.22589 -0.17497  0.211
H 2.32022 0.56213 -0.79122  0.211
H -0.26475 1.62285 0.36956  0.187
H 1.72713 -0.40374 1.57100  0.188
H -0.18336 0.04801 3.37898  0.215
H -1.28186 -0.26476 2.03496  0.204
H -0.15635 -1.52507 2.63002  0.217
H -0.05604 -3.60855 -3.19489  0.465
H 0.91317 -2.64307 -2.58721  0.466
O 0.24941 -3.29311 -2.34139  -0.931
H -2.79148 0.96214 -0.33856  0.476
H -2.22104 2.42066 -0.20513  0.471
O -2.46855 1.72308 -0.82096  -0.942

- HOMO-LUMO gap (eV) = 9.93
- net charge = 0
- multiplicity = 1
- energy above the lowest of the compared OMol25 structures with the same formula, charge and spin (kcal/mol) = 21.1
- HOMO level (eV) = -9.092
- SMILES = C/C=C/C.O.O
- largest force on an atom (hartree/bohr) = 0.02726
- M (g mol⁻¹) = 92.1

- Look up the multiplicity of the second one.
  1